1.
Formula: C4H6O
Source: the OMol25 dataset
Level of theory: ωB97M-V with the def2-TZVPD basis set

```
11
Properties=species:S:1:pos:R:3:forces:R:3
C -1.777131 -0.704127 -1.430709 -0.2888 0.8675 -0.5717
C -0.842965 -0.712368 -0.503287 0.6388 0.6358 0.7808
C 0.830305 0.291866 0.767493 0.2759 0.1690 0.9373
C 1.766576 1.186389 1.098220 -0.4394 -0.0095 -1.0362
H -2.348021 -1.597755 -1.621210 0.0302 -0.0637 -0.0722
H -2.011595 0.220398 -2.008048 0.2468 -0.9084 0.5960
H -0.550900 -1.566636 0.120414 -0.3016 0.1759 -0.4263
H 0.691680 -0.619293 1.344686 0.3589 -0.0582 -0.0050
H 1.886957 2.132845 0.549517 -0.1024 -0.5528 0.3407
H 2.491699 0.922638 1.854646 -0.1630 0.0776 0.0697
O -0.136605 0.446045 -0.171722 -0.2553 -0.3331 -0.6131
```
Positions in Å, forces in eV/Å.

The calculated total energy comes out at -231.18428 Eh. For the LUMO energy, the calculation gives 1.175 eV. The relative energy (zero: lowest compared OMol25 entry of this formula, charge and spin) is 24.75 kcal per mole. Its HOMO energy is -8.77 eV. The value obtained for the HOMO-LUMO gap is 9.94 eV. As for the structure (SMILES): C=COC=C.


2.
Formula: C4H9N3
Source: the OMol25 dataset
Level of theory: ωB97M-V with the def2-TZVPD basis set

```
16
Properties=species:S:1:pos:R:3:forces:R:3
C -0.844824 1.004300 0.809748 -0.1465 -4.3112 1.0811
C -0.602927 -0.744675 0.258815 -0.6755 4.3136 0.5132
N 2.837156 0.000793 -0.362944 0.1362 -0.3516 0.0421
N -1.534465 1.695447 -0.196265 -0.8390 0.9574 -1.5092
C 0.770435 -0.913765 -0.047820 1.7740 0.2549 -0.4552
C -1.625721 -1.467269 -0.188908 -0.0847 0.1389 0.1828
N 1.601713 0.045007 0.201631 -0.3099 -0.6646 -0.4539
H 3.116212 -0.881846 -0.791116 -0.0128 0.0605 0.2215
H 3.539182 0.409272 0.237295 -0.0858 -0.0320 -0.1024
H -1.543464 1.268708 -1.114803 0.1185 -0.1169 0.2830
H -1.253301 2.662061 -0.306162 0.1243 -0.1879 0.0898
H 1.111591 -1.846125 -0.522054 -0.0066 0.1618 -0.1238
H -1.481285 0.785871 1.661909 -0.2593 0.3256 0.3216
H 0.061054 1.484097 1.172193 0.1102 -0.4349 -0.2981
H -2.631098 -1.306823 0.175647 -0.0976 0.3548 -0.2479
H -1.520256 -2.195052 -0.987165 0.2545 -0.4684 0.4553
```
Positions in Å, forces in eV/Å.

The calculated total energy comes out at -321.95726 Eh. For the LUMO energy, the calculation gives 0.813 eV. The relative energy (zero: lowest compared OMol25 entry of this formula, charge and spin) is 83.52 kcal per mole. Its HOMO energy is -8.18 eV. The value obtained for the HOMO-LUMO gap is 8.99 eV. As for the structure (SMILES): C=C(/C=N/N)CN.


3.
Formula: C17H25Cl14FNO
Source: the OMol25 dataset
Level of theory: ωB97M-V with the def2-TZVPD basis set

```
59
Properties=species:S:1:pos:R:3:forces:R:3
O -1.081226 2.214839 -1.013760 -7.3082 0.6266 5.4107
C -2.275111 2.195786 -0.358063 6.2730 -0.1111 -4.9290
F -2.382959 2.936157 0.920424 0.0991 -1.7168 -2.6287
C -3.459254 1.295047 -1.062581 -1.3890 -1.4086 0.3813
N -3.743369 -0.024011 -0.327474 2.3685 1.7656 -0.3495
C -2.374898 -0.641552 -0.134127 -0.2443 -0.5761 -0.1171
C -2.414308 -2.309335 -0.017001 1.6721 0.7955 -0.4647
C -0.822910 -2.775765 -0.226379 1.5488 -0.7105 0.0926
C -0.307751 -3.362069 -1.669982 2.9632 0.6540 3.8427
C 1.300267 -3.748829 -1.780675 -1.7240 3.0074 3.3917
C 2.289737 -3.516983 -0.463218 -3.0697 0.8826 0.7373
C 1.738209 -2.938550 0.996041 -3.6363 -0.2207 -3.4100
C 0.143764 -2.557889 1.112071 2.1268 -1.6460 -3.7283
H -4.421796 1.971615 -1.176303 2.0487 -1.5053 0.4985
H -3.137232 0.974463 -2.162510 0.2367 1.4739 2.1325
H -1.884961 -0.279718 0.891643 -0.5256 -0.8705 -2.8739
H -1.656707 -0.431486 -1.064396 -1.1070 -0.3162 1.8837
H -3.086665 -2.702772 -0.890005 1.2424 0.5149 1.8329
H -2.749381 -2.637045 1.055245 0.4181 0.4843 -2.1781
H -1.079639 -3.487652 -2.570328 2.0042 0.3209 2.2584
H 1.785647 -4.162410 -2.787383 -1.6885 2.3996 2.6232
H 3.448000 -3.777271 -0.500605 -2.8066 0.5657 -0.1595
H 2.414848 -2.752497 1.936933 -1.2617 -0.5342 -2.2534
H -0.332051 -2.133179 2.118917 1.1533 -1.0757 -2.5432
C -2.874408 1.324012 3.750316 0.0009 0.2759 0.2977
Cl -4.531684 0.783228 3.456586 0.0326 0.1285 0.0792
Cl -1.707607 0.257576 2.958974 0.0873 0.3455 0.7539
H -2.755463 2.336249 3.356293 -0.0365 -0.3609 -0.0882
H -2.685106 1.322391 4.826496 -0.0843 -0.1168 -0.2733
C 2.431370 -7.255928 -3.522701 0.2261 -0.5717 0.3811
Cl 2.936869 -6.608380 -5.088090 0.0130 -0.0239 -0.1775
Cl 2.311016 -5.973028 -2.312486 0.6867 -2.6811 -0.2464
H 1.454590 -7.732986 -3.633785 0.2334 0.2207 -0.0059
H 3.165913 -7.992629 -3.188461 -0.2234 0.3865 -0.3253
C 0.984517 4.609758 0.795263 -0.5157 -0.3153 0.1721
Cl 1.513463 5.808500 -0.391549 -0.0202 0.1697 -0.1124
Cl 2.364436 3.906143 1.647132 0.0119 0.0129 0.0881
H 0.327429 5.094244 1.521579 0.2816 -0.0487 -0.1854
H 0.441377 3.814135 0.279527 0.1615 0.1054 -0.0224
C -5.809816 4.145546 0.349852 0.3826 -0.0512 -0.2600
Cl -6.598378 2.779408 -0.448351 -0.1908 0.2003 0.0745
Cl -6.793583 4.756080 1.685659 0.0173 0.1457 0.1049
H -4.842737 3.819464 0.740305 -0.2880 -0.0637 -0.0232
H -5.662499 4.946541 -0.378642 -0.1735 -0.2011 0.2040
C 5.820752 5.261888 3.153693 -0.3639 0.1451 -0.1714
Cl 5.552859 3.532635 3.405105 -0.0697 0.0651 -0.0321
Cl 7.454891 5.729633 3.639218 0.0407 0.1316 -0.0065
H 5.684629 5.492574 2.094316 0.1106 -0.1519 0.2739
H 5.097810 5.824238 3.749610 0.2486 -0.2156 -0.0778
C 1.125070 9.550553 0.572582 -0.0234 -0.3308 -0.2727
Cl -0.137645 9.734471 1.796109 -0.0522 -0.0759 -0.0485
Cl 2.427880 10.718979 0.822372 0.0853 0.0083 -0.0812
H 1.536500 8.540188 0.635150 -0.1008 0.2956 0.0793
H 0.688367 9.710521 -0.416205 0.0932 0.0620 0.3203
C 3.050544 -11.264192 -3.326104 0.0338 -0.3811 0.0091
Cl 3.265182 -10.135722 -1.982311 0.0533 -0.3390 0.2200
Cl 2.609850 -10.410127 -4.809781 0.0115 -0.1406 -0.0736
H 3.986564 -11.803457 -3.490676 -0.2065 0.2679 0.0243
H 2.256796 -11.971401 -3.073478 0.1432 0.3031 -0.0486
```
Positions in Å, forces in eV/Å.

The calculated total energy comes out at -7334.85336 Eh. For the LUMO energy, the calculation gives 1.675 eV. The net charge is -1. Its HOMO energy is -2.85 eV. The value obtained for the HOMO-LUMO gap is 4.53 eV.


4.
Formula: CH8NO2
Source: the OMol25 dataset
Level of theory: ωB97M-V with the def2-TZVPD basis set

```
12
Properties=species:S:1:pos:R:3:forces:R:3
C 0.852508 0.464616 1.641138 0.2497 1.1373 -1.2127
N 0.878159 0.002505 0.454581 0.0630 0.5136 0.3504
H 1.804242 0.748033 2.076260 -0.0689 -0.8676 0.7910
H -0.102615 0.836588 1.989188 0.0001 -0.1028 0.2953
H 0.095733 0.159027 -0.172460 -0.3355 -1.0593 0.0015
H 1.716577 -0.344354 0.000070 0.1362 0.3036 0.0127
H 0.914089 -1.652588 -1.829156 -0.1857 -0.2036 -0.4741
H 0.265041 -0.738453 -2.910515 0.0999 -0.2028 -0.0324
O 0.759337 -0.737623 -2.084272 0.0047 0.2618 0.3603
H -3.076230 0.331976 0.668889 0.1221 -0.0801 -0.0474
H -1.921257 0.827873 -0.204640 -0.4986 0.1095 -0.1449
O -2.185583 0.102399 0.370922 0.4130 0.1904 0.1003
```
Positions in Å, forces in eV/Å.

The calculated total energy comes out at -247.84864 Eh. For the LUMO energy, the calculation gives -5.492 eV. The relative energy (zero: lowest compared OMol25 entry of this formula, charge and spin) is 23.57 kcal per mole. The net charge is +1. Its HOMO energy is -15.93 eV. The value obtained for the HOMO-LUMO gap is 10.44 eV.